{"formula": "CF3InMgNO4S3", "method": "ωB97M-V/def2-TZVPD", "elements": ["In", "S", "S", "S", "Mg", "F", "F", "F", "O", "O", "O", "O", "N", "C"], "coordinates": [[2.191260, -1.839558, 0.858770], [-0.357411, -0.431521, 0.788928], [1.912502, 2.513643, -2.738467], [1.818954, 1.839382, 0.630680], [1.412018, -0.013656, -1.697997], [-2.847569, -0.316183, -0.069777], [-2.187271, -2.240616, 0.614224], [-2.624698, -0.673054, 2.062276], [2.571243, 0.830771, -0.356212], [-0.281673, 1.103667, 1.201610], [-0.292882, -0.296945, -0.724694], [0.352827, 1.842039, -2.982200], [0.477940, -1.381447, 1.551240], [-2.145236, -0.936518, 0.861623]], "forces_ev_per_a": [[4.071, -1.648, -1.408], [-0.149, 2.984, 0.333], [-5.822, -2.045, -1.205], [-0.625, -1.192, -0.424], [-1.147, 0.532, 0.270], [0.119, 0.183, 0.224], [0.170, 0.119, 0.183], [-0.014, -0.083, -0.061], [-1.342, 0.764, 1.091], [1.182, -2.080, -0.628], [1.518, -0.905, -0.581], [6.290, 1.794, 1.260], [-3.789, 1.481, 0.733], [-0.462, 0.096, 0.213]], "lowdin_charge": [0.862, 0.545, 0.890, 0.945, 0.732, 0.175, 0.163, 0.179, -0.913, -0.454, -0.465, -0.557, -0.414, -0.689], "relative_energy_kj_mol": 125.0, "total_charge": 1, "multiplicity": 1, "e_tot_ha": -2277.769212, "orbital_gap_ev": [4.8380, 4.8932]}